The following is a DFT calculation (wB97M-V/def2-TZVPD) of a structure of composition C21H22BF3N10O7STi in a non-equilibrium geometry.

Structure (ORCA input):
```
! RIJCOSX wB97M-V def2-TZVPD def2/J DEFGRID3
* xyz -2 1
Ti -1.6737 -0.2566 -0.0070
C -0.3570 3.3237 2.5600
C -1.2969 2.4182 2.0660
N -0.6998 1.4327 1.3980
N 0.6151 1.6810 1.4504
C 0.8568 2.7971 2.1381
B 1.6120 0.5480 1.0178
N 1.1076 -0.1255 -0.2364
C 1.9266 -0.1115 -1.3699
C 1.9016 -2.5026 -1.2411
C 0.4663 -2.4395 -0.6927
N 0.1528 -1.1256 -0.0905
N 1.7294 -0.4104 2.2427
C 2.8645 -1.0320 2.6135
C 2.5589 -1.9165 3.6259
C 1.1672 -1.7559 3.7943
N 0.6768 -0.8552 2.9589
H -0.5316 4.2183 3.1335
H -2.3699 2.4248 2.1843
H 1.8710 3.1264 2.2950
H 2.7168 1.0265 0.8452
H 2.3112 0.8507 -1.6916
H 1.8971 -3.3494 -1.9320
H 0.3896 -3.1564 0.1296
H 3.7959 -0.8102 2.1194
H 3.2301 -2.5752 4.1524
H 0.4994 -2.2614 4.4767
O -3.9125 -1.6565 -2.8818
C -3.0547 -1.1561 -2.2126
O -3.0987 -1.0807 -0.8658
C -1.8787 -0.3003 -2.7761
O -1.7313 -0.0560 -3.9465
O -1.2002 0.2458 -1.7870
S -0.6893 -3.0391 -1.9933
C 2.2602 -1.2400 -1.9688
N 3.0847 -1.2596 -3.1408
C 4.0892 -2.3229 -3.1271
C 4.8126 -2.4217 -1.7792
C 4.1211 -3.3053 -0.7338
N 2.9201 -2.7103 -0.1832
H 2.5056 -1.3340 -3.9691
H 4.8196 -2.0952 -3.9098
H 3.6667 -3.3111 -3.3640
H 4.9410 -1.4141 -1.3732
H 5.8067 -2.8443 -1.9586
H 4.8198 -3.4990 0.0865
H 3.9137 -4.2765 -1.2236
H 2.5348 -3.2978 0.5475
O -1.8469 -2.2307 1.1310
N -2.4693 -1.6580 2.0322
O -2.8717 -2.1794 3.0407
O -2.6935 -0.3931 1.8045
F -5.9050 5.2936 0.8308
C -4.9748 5.2763 -0.1428
F -5.6045 5.5344 -1.3039
F -4.1350 6.2999 0.0969
C -4.2399 3.9514 -0.2030
C -4.8314 2.8030 0.2823
C -4.1188 1.6126 0.1900
N -2.8989 1.5547 -0.3356
C -2.3492 2.6612 -0.8297
C -2.9915 3.8917 -0.7855
H -5.8143 2.8157 0.7306
H -4.5238 0.6736 0.5454
H -1.3722 2.5321 -1.2792
H -2.5076 4.7718 -1.1851
*
```

Atom-resolved charges from Löwdin, all expressed in e: atom 1 (Ti): 1.106, atom 2 (C): -0.071, atom 3 (C): -0.166, atom 4 (N): 0.016, atom 5 (N): -0.014, atom 6 (C): -0.094, atom 7 (B): -0.563, atom 8 (N): -0.057, atom 9 (C): -0.047, atom 10 (C): -0.328, atom 11 (C): -0.691, atom 12 (N): -0.121, atom 13 (N): -0.040, atom 14 (C): -0.137, atom 15 (C): -0.111, atom 16 (C): -0.192, atom 17 (N): 0.078, atom 18 (H): 0.075, atom 19 (H): 0.103, atom 20 (H): 0.112, atom 21 (H): 0.113, atom 22 (H): 0.117, atom 23 (H): 0.089, atom 24 (H): 0.068, atom 25 (H): 0.103, atom 26 (H): 0.063, atom 27 (H): 0.084, atom 28 (O): 0.091, atom 29 (C): -0.562, atom 30 (O): -0.182, atom 31 (C): -0.584, atom 32 (O): 0.070, atom 33 (O): -0.186, atom 34 (S): 0.470, atom 35 (C): -0.247, atom 36 (N): -0.007, atom 37 (C): -0.245, atom 38 (C): -0.185, atom 39 (C): -0.253, atom 40 (N): -0.004, atom 41 (H): 0.110, atom 42 (H): 0.095, atom 43 (H): 0.104, atom 44 (H): 0.115, atom 45 (H): 0.094, atom 46 (H): 0.102, atom 47 (H): 0.107, atom 48 (H): 0.104, atom 49 (O): -0.020, atom 50 (N): -0.514, atom 51 (O): 0.064, atom 52 (O): -0.148, atom 53 (F): 0.128, atom 54 (C): -0.576, atom 55 (F): 0.141, atom 56 (F): 0.134, atom 57 (C): -0.119, atom 58 (C): 0.023, atom 59 (C): -0.074, atom 60 (N): -0.001, atom 61 (C): -0.068, atom 62 (C): 0.028, atom 63 (H): 0.120, atom 64 (H): 0.124, atom 65 (H): 0.132, atom 66 (H): 0.125

---

The following is a DFT calculation (wB97M-V/def2-TZVPD) of the molecule C24H21N3O4 in a non-equilibrium geometry.

Computed properties:
* structure (SMILES): CN(CCC#N)C(=O)COC(=O)c1c2c(nc3ccccc13)/C(=C/c1ccco1)CC2

Structure (ORCA input):
```
! RIJCOSX wB97M-V def2-TZVPD def2/J DEFGRID3
* xyz 0 1
C 2.7372 2.2144 2.6728
N 2.7530 0.9012 3.2775
C 1.6542 0.2821 3.7647
O 1.7125 -0.7618 4.3817
C 0.3109 0.9708 3.5096
H 0.3024 1.9695 3.9606
H -0.4774 0.3582 3.9600
O 0.0640 1.1013 2.1139
C -1.0861 0.5944 1.6294
O -1.9330 0.0829 2.3133
C -1.1441 0.6968 0.1479
C -1.5955 -0.3858 -0.5623
C -1.5894 -0.3354 -1.9843
N -1.1863 0.6924 -2.6845
C -0.7781 1.7848 -2.0092
C -0.3753 2.9046 -2.7657
C 0.0255 4.0563 -2.1481
C 0.0278 4.1396 -0.7494
C -0.3505 3.0669 0.0141
C -0.7414 1.8554 -0.5834
H -0.3639 3.1533 1.0897
H 0.3243 5.0623 -0.2724
H 0.3301 4.9121 -2.7320
H -0.4084 2.8173 -3.8402
C -2.0748 -1.5878 -2.5198
C -2.1925 -1.8456 -3.8368
C -2.6634 -3.0605 -4.4203
C -2.8112 -3.3893 -5.7519
C -3.3104 -4.7057 -5.7861
C -3.4338 -5.0917 -4.4839
O -3.0484 -4.1124 -3.6548
H -3.7724 -6.0064 -4.0383
H -3.5459 -5.2872 -6.6537
H -2.5875 -2.7598 -6.5885
H -1.9083 -1.0713 -4.5340
C -2.4058 -2.5011 -1.3717
H -1.8114 -3.4143 -1.4332
H -3.4535 -2.8018 -1.4172
C -2.0977 -1.7085 -0.0872
H -2.9846 -1.5703 0.5327
H -1.3526 -2.2081 0.5347
C 4.0389 0.2901 3.5388
H 3.8842 -0.7889 3.6189
H 4.7099 0.4952 2.7009
C 4.6507 0.8088 4.8528
C 5.9682 0.2646 5.0533
N 7.0194 -0.1606 5.1930
H 4.7270 1.9001 4.8333
H 4.0132 0.5113 5.6897
H 3.6882 2.3827 2.1708
H 1.9444 2.2862 1.9314
H 2.5975 2.9990 3.4235
*
```

Atom-resolved charges from Löwdin, all expressed in e: atom 1 (C): -0.026, atom 2 (N): -0.102, atom 3 (C): -0.426, atom 4 (O): 0.081, atom 5 (C): -0.048, atom 6 (H): 0.141, atom 7 (H): 0.134, atom 8 (O): -0.013, atom 9 (C): -0.409, atom 10 (O): 0.146, atom 11 (C): 0.002, atom 12 (C): -0.071, atom 13 (C): -0.179, atom 14 (N): 0.191, atom 15 (C): -0.207, atom 16 (C): -0.014, atom 17 (C): -0.080, atom 18 (C): -0.077, atom 19 (C): -0.032, atom 20 (C): -0.079, atom 21 (H): 0.108, atom 22 (H): 0.103, atom 23 (H): 0.103, atom 24 (H): 0.111, atom 25 (C): -0.144, atom 26 (C): 0.043, atom 27 (C): -0.266, atom 28 (C): -0.015, atom 29 (C): -0.061, atom 30 (C): -0.110, atom 31 (O): 0.040, atom 32 (H): 0.121, atom 33 (H): 0.101, atom 34 (H): 0.111, atom 35 (H): 0.124, atom 36 (C): -0.106, atom 37 (H): 0.123, atom 38 (H): 0.123, atom 39 (C): -0.096, atom 40 (H): 0.124, atom 41 (H): 0.130, atom 42 (C): -0.152, atom 43 (H): 0.131, atom 44 (H): 0.130, atom 45 (C): -0.148, atom 46 (C): -0.243, atom 47 (N): 0.153, atom 48 (H): 0.124, atom 49 (H): 0.130, atom 50 (H): 0.098, atom 51 (H): 0.078, atom 52 (H): 0.098

---

The following is a DFT calculation (wB97M-V/def2-TZVPD) of a cluster of 2 separate species, C4H7NO5 in total in a non-equilibrium geometry.

Computed properties:
* structure (SMILES): NC(=O)C(=O)O.CC(=O)O

Structure (ORCA input):
```
! RIJCOSX wB97M-V def2-TZVPD def2/J DEFGRID3
* xyz 0 1
C 1.9759 -1.1660 0.1474
C -1.0880 -0.3500 0.0875
C -2.3907 0.2318 0.5298
C 2.6048 0.2281 0.0073
N 2.4457 0.8620 -1.1916
O 1.9357 -1.4788 1.4334
O 1.5516 -1.9115 -0.6711
O -1.0987 -1.3433 -0.7412
O 3.2447 0.6411 0.9732
O -0.0738 0.2326 0.3271
H -2.8329 0.7808 -0.2615
H -2.1076 0.7923 1.2948
H -3.1704 -0.4255 0.7890
H -0.1372 -1.6753 -0.9598
H 1.9678 0.2626 -1.9037
H 2.8770 1.8410 -1.4374
H 2.5098 -0.8240 1.8918
*
```

Atom-resolved charges from Löwdin, all expressed in e: atom 1 (C): -0.492, atom 2 (C): -0.587, atom 3 (C): 0.045, atom 4 (C): -0.445, atom 5 (N): 0.167, atom 6 (O): 0.147, atom 7 (O): 0.111, atom 8 (O): 0.121, atom 9 (O): 0.062, atom 10 (O): 0.091, atom 11 (H): 0.091, atom 12 (H): 0.042, atom 13 (H): 0.080, atom 14 (H): 0.137, atom 15 (H): 0.129, atom 16 (H): 0.181, atom 17 (H): 0.121

---

The following is a DFT calculation (wB97M-V/def2-TZVPD) of a structure of composition C6H13NO3 in a non-equilibrium geometry.

Structure (ORCA input):
```
! RIJCOSX wB97M-V def2-TZVPD def2/J DEFGRID3
* xyz 0 1
C 0.3710 0.1336 -2.1261
C -0.4789 -0.5165 -1.0908
C -0.6361 1.4744 -0.0483
C -0.0890 0.8792 1.2521
C 0.7969 -0.3133 0.9685
C 0.2611 -1.3095 -0.0353
H -0.0650 0.7893 -2.9712
H 1.3172 0.7703 -1.7917
H 0.8607 -0.7553 -2.5842
H -1.0422 -1.2129 -1.6443
H -2.2033 -0.0186 0.1060
H -1.1521 2.6232 0.1043
H 0.5049 1.3287 -0.7932
H 0.3176 1.3831 2.0861
H -1.0454 1.2133 3.0340
H 0.9009 -0.7564 1.9589
H 2.4406 0.5918 1.1410
H 1.0308 -1.7576 -0.5729
H -1.0008 -3.0311 0.2237
N -1.4880 0.3369 -0.4353
O -1.2046 0.2871 2.0497
O 2.0397 0.2232 0.3871
O -0.4360 -2.3629 0.7821
*
```

Atom-resolved charges from Löwdin, all expressed in e: atom 1 (C): -0.098, atom 2 (C): -0.377, atom 3 (C): -0.148, atom 4 (C): -0.377, atom 5 (C): -0.261, atom 6 (C): -0.236, atom 7 (H): 0.130, atom 8 (H): 0.108, atom 9 (H): 0.097, atom 10 (H): 0.127, atom 11 (H): 0.081, atom 12 (H): 0.165, atom 13 (H): 0.154, atom 14 (H): 0.095, atom 15 (H): 0.286, atom 16 (H): 0.155, atom 17 (H): 0.067, atom 18 (H): 0.123, atom 19 (H): 0.142, atom 20 (N): 0.004, atom 21 (O): -0.163, atom 22 (O): -0.014, atom 23 (O): -0.058

---

Taking the records one at a time from the top gives relative energy (zero: lowest compared OMol25 entry of this formula, charge and spin) values of 86.74 37.84 5.38 189.85 kcal per mole.
Taking the records one at a time from the top gives M values of 674.21 415.45 149.10 147.17 g mol⁻¹.